Below is a molecular structure, C14H19CdClN2, with properties calculated with wB97M-V/def2-TZVPD.

Values from the calculation:
LUMO	-0.34	eV
DFT total energy	-1282.11566	a.u.
total charge	0
spin multiplicity	1
Kohn-Sham gap	5.5	eV
molar mass	363.19	g/mol
energy relative to the best compared isomer or geometry (same formula, charge and spin)	0.000	eV
largest force on an atom	0.111	hartree/bohr
highest occupied orbital energy	-5.8844	eV

Each line ends with the Mulliken charge.
Atoms and positions in Å:
C: 2.316 -0.549 2.208  -1.241
C: 1.689 -2.124 1.629  -1.212
H: 2.684 0.136 1.449  0.273
H: 3.219 -0.945 2.677  0.482
H: 1.844 -0.039 3.055  0.391
H: 1.512 -2.282 0.560  0.385
H: 2.615 -2.666 1.805  0.474
H: 0.964 -2.642 2.258  0.339
C: 1.959 1.900 -0.408  -0.140
C: 2.174 2.925 -1.334  -0.822
C: 1.358 2.987 -2.459  -0.489
C: 0.364 2.023 -2.619  -0.644
H: 2.555 1.859 0.506  0.320
H: 2.968 3.644 -1.137  0.372
H: 1.479 3.774 -3.204  0.415
H: -0.307 2.039 -3.471  0.226
N: 1.025 0.951 -0.575  0.139
C: 0.207 1.006 -1.653  0.326
C: -0.884 0.005 -1.751  0.549
N: -1.046 -0.858 -0.719  0.382
C: -2.069 -1.724 -0.738  -0.096
C: -2.815 -0.937 -2.882  -0.429
C: -2.983 -1.802 -1.798  -0.813
H: -2.169 -2.361 0.143  0.295
H: -3.791 -2.525 -1.743  0.400
C: -1.755 -0.040 -2.859  -0.749
H: -1.577 0.643 -3.686  0.273
H: -3.499 -0.958 -3.731  0.412
Cd: 0.311 -0.526 1.482  1.353
C: -1.306 -1.781 2.376  -1.818
H: -1.295 -2.805 1.988  0.470
H: -2.250 -1.290 2.115  0.397
H: -1.167 -1.788 3.464  0.348
Cl: 0.555 2.402 2.888  -0.271
C: -0.576 1.376 2.124  -0.936
H: -1.370 1.119 2.829  0.338
H: -0.938 1.855 1.210  0.300